1.
{"formula": "C35H39BrN9O9Y", "method": "ωB97M-V/def2-TZVPD", "species": ["Y", "Br", "O", "O", "O", "O", "O", "O", "O", "O", "O", "N", "N", "N", "N", "N", "N", "N", "N", "N", "C", "C", "C", "C", "C", "C", "C", "C", "C", "C", "C", "C", "C", "C", "C", "C", "C", "C", "C", "C", "C", "C", "C", "C", "C", "C", "C", "C", "C", "C", "C", "C", "C", "C", "C", "H", "H", "H", "H", "H", "H", "H", "H", "H", "H", "H", "H", "H", "H", "H", "H", "H", "H", "H", "H", "H", "H", "H", "H", "H", "H", "H", "H", "H", "H", "H", "H", "H", "H", "H", "H", "H", "H", "H"], "positions_angstrom": [[-0.91195, -0.30480, -1.12366], [5.81995, 1.74402, -3.60269], [1.21235, 0.31367, -0.01595], [1.03384, 1.50310, -4.20292], [-0.33361, -0.78303, -5.09821], [1.69209, -1.15375, -2.05737], [-1.37948, -0.81203, -3.09921], [-0.51415, -2.43771, -0.88417], [-2.83365, -1.41811, -0.73895], [-0.11703, 1.29485, -2.27453], [-0.71698, -0.76402, 1.52835], [2.81029, 4.13020, 0.50341], [-2.01763, 1.33292, 0.08957], [0.28570, -1.70430, 3.31974], [1.54734, 2.48996, 1.29735], [-2.78553, -2.64096, -1.09312], [-3.99577, 1.82580, 1.30183], [2.44238, -2.43923, 1.82224], [-3.82082, 2.32022, -0.96182], [-1.60977, -3.12102, -1.16671], [0.21375, 0.96468, -3.50362], [1.30311, 3.64403, 2.03960], [-1.46373, -4.52712, -1.51744], [1.96887, -2.08541, -3.11088], [-2.37061, -6.60707, -2.24857], [-1.10753, -7.18576, -2.16442], [2.04830, 5.96505, 2.09795], [1.41685, -0.80388, 3.31896], [1.18340, 6.16308, 3.15963], [0.38816, 5.11934, 3.66238], [-3.59584, 0.90636, 2.35440], [0.43896, 3.85240, 3.11081], [3.72853, -0.50448, 2.38546], [-0.20034, -5.07562, -1.42807], [3.99455, 2.21640, -1.48060], [-3.04062, 2.44370, -2.19301], [4.33836, 1.35159, -2.48548], [2.22351, 0.72334, -0.82987], [2.57878, -1.28457, 2.46146], [4.64112, -2.13385, 0.90981], [-4.39581, 3.14496, 1.78194], [2.43684, 2.82562, 0.39121], [-3.23251, 1.80689, 0.13902], [4.77469, -0.93483, 1.59639], [-0.02900, -6.41754, -1.75396], [3.46438, -2.84488, 1.05434], [-2.55942, -5.27361, -1.92619], [2.54331, -0.10412, -1.90416], [-5.26920, 2.37789, -1.12539], [2.91262, 1.90518, -0.64636], [-1.39785, -2.97549, 2.10695], [3.60225, 0.19091, -2.72687], [-0.55572, -0.32494, -4.00819], [2.08573, 4.68485, 1.55444], [-0.58210, -1.72811, 2.27717], [5.67819, -0.34253, 1.50601], [-3.21928, -7.19607, -2.57584], [-0.96818, -8.22812, -2.42458], [1.11847, 7.14309, 3.61428], [-5.26706, 3.05942, 2.43251], [-2.74139, 1.28010, 2.93650], [1.17936, -2.82792, -3.05680], [4.57276, 3.11957, -1.33183], [3.78768, 0.43300, 2.92898], [-0.27515, 5.31494, 4.49529], [1.76398, -0.68358, 4.34515], [3.32778, -3.78699, 0.53144], [-5.61964, 3.40971, -1.19001], [-5.54047, 1.86832, -2.05072], [-0.79787, -3.69966, 1.54895], [-3.48770, 3.22343, -2.80827], [-3.04122, 1.50993, -2.76304], [3.40716, 4.62048, -0.13845], [-3.53318, -4.81056, -2.00070], [0.95897, -6.85722, -1.68822], [5.42999, -2.50324, 0.26813], [-1.66778, -3.41036, 3.07129], [-3.32915, -0.05782, 1.92810], [-2.01387, 2.70822, -1.96773], [1.06358, 1.04187, 0.65400], [-4.43151, 0.76919, 3.04041], [0.62373, -4.45495, -1.10402], [-2.29298, -2.74691, 1.53558], [-5.76646, 1.88507, -0.29683], [2.65883, 6.77174, 1.71155], [2.94422, -2.54803, -2.94885], [-0.17226, 3.04196, 3.49216], [-1.68314, 1.12852, 1.02638], [3.84031, -0.43550, -3.57365], [1.92548, -1.58699, -4.07888], [1.08337, 0.17364, 2.97113], [-3.58523, 3.62353, 2.34566], [0.43174, -2.59019, 3.77676], [-4.65549, 3.79020, 0.94616]], "homo_ha": -0.293, "lumo_energy_ev": 0.25, "max_force_ev_per_a": 2.05, "charge": 0, "de_lowest_kcal_mol": 4.1, "orbital_gap_ev": 8.223, "spin_multiplicity": 1}

2.
{"formula": "C35H39FN4O9S3Ti", "method": "ωB97M-V/def2-TZVPD", "species": ["Ti", "S", "S", "S", "F", "O", "O", "O", "O", "O", "O", "O", "O", "O", "N", "N", "N", "N", "C", "C", "C", "C", "C", "C", "C", "C", "C", "C", "C", "C", "C", "C", "C", "C", "C", "C", "C", "C", "C", "C", "C", "C", "C", "C", "C", "C", "C", "C", "C", "C", "C", "C", "C", "H", "H", "H", "H", "H", "H", "H", "H", "H", "H", "H", "H", "H", "H", "H", "H", "H", "H", "H", "H", "H", "H", "H", "H", "H", "H", "H", "H", "H", "H", "H", "H", "H", "H", "H", "H", "H", "H", "H"], "positions_angstrom": [[0.35556, -0.78289, 1.23291], [-3.67998, -1.97169, -0.44111], [-2.20136, -0.00737, 1.76294], [-0.72992, 1.99790, 3.49575], [-1.87418, 4.79291, -1.61989], [4.18112, 0.35933, 2.19164], [-3.34079, 1.56360, 3.40290], [1.94762, -5.82396, 5.32761], [-5.03759, -1.36134, -0.24225], [-0.63812, -2.30374, 0.68683], [2.20792, -0.56220, 1.73010], [0.36548, 0.91187, 0.50060], [-0.15413, -4.46728, 0.81974], [1.86286, -4.27149, 7.00145], [-1.09944, -0.14473, -2.08108], [0.23189, -1.74651, 3.03334], [1.72593, -1.84658, -0.61918], [3.12821, 3.98230, 0.59563], [1.50637, -1.61544, -2.06443], [1.84074, 4.22455, 0.04692], [3.38745, 2.77747, 1.22085], [0.80955, -4.00357, 3.55633], [-3.45566, 2.61388, 4.36331], [-4.92247, -3.63296, -3.89776], [4.22005, 4.97021, 0.48351], [3.90576, 5.98284, -0.60299], [0.33620, -3.04520, 2.68908], [5.56118, 4.30134, 0.19009], [-0.65751, 4.60221, -1.05962], [3.03050, 0.43802, 1.79155], [1.19403, -3.65009, 4.83354], [-2.11398, 1.22389, 2.93135], [0.90191, 3.15654, 0.05246], [0.82965, 0.37230, -3.56983], [-4.10427, -5.48702, -5.40256], [-4.01339, -4.66124, -4.14036], [0.23776, 5.64776, -1.07428], [-3.00891, -4.88746, -3.20575], [-4.83463, -2.84788, -2.75229], [-3.48540, -3.26526, 0.76347], [-3.81993, -3.09206, -1.83468], [1.49721, 5.45762, -0.47683], [-0.37707, 3.37992, -0.49980], [2.51172, 6.56766, -0.42921], [1.09980, -2.31713, 5.17801], [-0.68961, 0.13557, -3.45186], [1.68083, -0.13997, -2.40492], [1.24139, 1.90626, 0.60874], [-2.90043, -4.10325, -2.06157], [-0.17198, -3.35760, 1.30297], [1.72096, -4.69755, 5.82930], [0.63673, -1.39566, 4.26172], [2.51535, 1.74981, 1.22723], [1.18275, -0.07986, -4.50431], [-2.06864, -0.42102, -2.01776], [0.86973, -5.03597, 3.24248], [4.67418, 6.75643, -0.57174], [1.40128, -2.01844, 6.17194], [-3.56482, -2.75301, 1.72481], [3.96773, 5.48317, -1.57683], [6.27522, 5.06201, -0.14226], [-4.49258, 2.58753, 4.69429], [4.34443, 2.65138, 1.70472], [1.55988, -2.82449, -0.42245], [2.46269, 7.09208, 0.53317], [1.43638, 0.43656, -1.51300], [-5.71043, -3.43552, -4.62299], [-3.22940, 3.57661, 3.91054], [1.00714, 1.44761, -3.65418], [-5.54517, -2.05139, -2.54454], [-1.12947, 2.60269, -0.43948], [-2.08875, -4.28095, -1.35564], [2.73195, 0.05755, -2.63955], [5.44014, 3.56008, -0.60571], [0.48670, -1.91752, -2.27707], [2.18190, -2.22040, -2.67067], [-2.29209, -5.68875, -3.37328], [5.98993, 3.79818, 1.05822], [-5.07784, -5.97711, -5.48824], [-2.78122, 2.46364, 5.19825], [2.29324, 7.30228, -1.20789], [-1.19419, 1.00112, -3.89109], [-0.02854, 6.59796, -1.53114], [-3.97676, -4.86066, -6.28857], [0.56982, -0.34611, 4.48487], [4.30233, 5.50850, 1.43492], [-4.28435, -3.99574, 0.62501], [2.67443, -1.63658, -0.35251], [-2.49028, -3.71018, 0.66031], [-0.95088, 0.62650, -1.44689], [-3.33403, -6.26008, -5.42646], [-0.97341, -0.72475, -4.05893]], "homo_ha": [-0.032, -0.111], "lumo_energy_ev": [3.67, 3.67], "max_force_ev_per_a": 1.84, "s2": 2.036, "charge": -2, "de_lowest_kcal_mol": 44.7, "orbital_gap_ev": [4.532, 6.692], "spin_multiplicity": 3}